{"formula": "C49H22ClF13N6OPPt", "method": "ωB97M-V with the def2-TZVPD basis set", "charge": 1, "mol_weight_g_mol": 1219.2, "total_energy_ev": -122537.293, "species": ["Pt", "Cl", "C", "C", "C", "C", "O", "C", "C", "N", "C", "C", "C", "C", "C", "C", "C", "C", "N", "C", "C", "H", "H", "H", "H", "H", "H", "H", "H", "H", "H", "F", "C", "C", "F", "C", "C", "C", "F", "C", "C", "C", "N", "C", "N", "F", "C", "C", "N", "C", "N", "F", "C", "F", "F", "C", "C", "C", "C", "C", "C", "P", "C", "C", "C", "C", "C", "C", "C", "F", "F", "F", "C", "C", "C", "C", "C", "C", "C", "F", "F", "F", "H", "H", "H", "H", "H", "H", "H", "H", "H", "H", "H", "H"], "positions_angstrom": [[1.844, 0.096, -1.323], [0.104, 3.586, -7.453], [0.433, 3.035, -5.844], [0.507, 3.965, -4.791], [0.762, 3.548, -3.514], [0.957, 2.185, -3.196], [1.194, 1.892, -1.944], [0.881, 1.252, -4.268], [1.048, -0.146, -4.117], [1.307, -0.776, -3.015], [1.448, -2.196, -2.961], [0.946, -3.094, -3.860], [1.202, -4.474, -3.700], [1.951, -4.938, -2.658], [2.467, -4.032, -1.703], [3.290, -4.409, -0.615], [3.769, -3.454, 0.232], [3.394, -2.112, 0.051], [2.602, -1.735, -0.928], [2.174, -2.670, -1.847], [0.623, 1.720, -5.586], [0.369, 5.018, -5.006], [0.843, 4.258, -2.698], [0.952, -0.740, -5.022], [0.336, -2.763, -4.692], [0.797, -5.168, -4.426], [2.157, -5.997, -2.549], [3.546, -5.453, -0.478], [4.431, -3.707, 1.050], [3.741, -1.340, 0.722], [0.576, 1.005, -6.402], [1.793, 5.834, 2.712], [0.917, 5.365, 1.846], [-0.013, 6.183, 1.357], [-0.039, 7.431, 1.761], [-0.945, 5.766, 0.319], [-0.898, 4.354, -0.032], [0.001, 3.529, 0.504], [-0.071, 2.242, 0.227], [1.036, 3.990, 1.406], [2.078, 3.195, 1.756], [2.316, 2.005, 0.991], [2.430, 1.091, 0.324], [3.015, 3.507, 2.795], [3.775, 3.690, 3.638], [-1.795, 3.864, -0.852], [-1.776, 6.630, -0.290], [-2.451, 6.296, -1.520], [-2.923, 6.059, -2.539], [-2.022, 7.963, 0.191], [-2.291, 9.021, 0.546], [-0.826, -7.652, 0.540], [-1.717, -6.908, -0.144], [-1.629, -7.265, -1.437], [-2.938, -7.255, 0.290], [-1.452, -5.441, 0.053], [-1.349, -4.590, -1.032], [-1.053, -3.250, -0.817], [-0.862, -2.753, 0.468], [-1.018, -3.618, 1.554], [-1.305, -4.957, 1.348], [-0.461, -0.959, 0.594], [0.423, -0.854, 2.196], [1.390, -1.803, 2.528], [2.247, -1.610, 3.604], [2.140, -0.460, 4.368], [1.158, 0.479, 4.082], [0.309, 0.283, 3.003], [3.125, -0.188, 5.474], [2.522, 0.308, 6.565], [3.786, -1.298, 5.838], [4.041, 0.713, 5.079], [-2.123, -0.288, 0.988], [-2.786, 0.405, -0.021], [-4.065, 0.901, 0.187], [-4.685, 0.695, 1.409], [-4.040, -0.001, 2.422], [-2.763, -0.492, 2.211], [-6.041, 1.292, 1.659], [-6.771, 1.358, 0.536], [-5.926, 2.552, 2.132], [-6.737, 0.589, 2.563], [-1.492, -4.971, -2.035], [-0.965, -2.580, -1.666], [-0.904, -3.255, 2.567], [-1.411, -5.631, 2.190], [1.470, -2.712, 1.946], [2.993, -2.353, 3.852], [1.060, 1.358, 4.710], [-0.465, 1.013, 2.790], [-2.290, 0.574, -0.972], [-4.579, 1.445, -0.596], [-4.541, -0.161, 3.369], [-2.263, -1.031, 3.008]], "lowdin_charge": [1.15, 0.69, -0.67, -0.06, 0.00, -0.32, -0.24, -0.13, -0.04, -0.08, -0.21, 0.00, -0.04, -0.01, -0.14, 0.03, -0.02, -0.10, -0.07, -0.16, -0.06, 0.12, 0.12, 0.14, 0.12, 0.12, 0.13, 0.13, 0.12, 0.12, 0.12, 0.16, -0.13, -0.13, 0.17, -0.01, -0.14, -0.14, 0.09, 0.01, -0.10, -0.06, 0.08, -0.16, 0.23, 0.16, -0.10, -0.15, 0.23, -0.14, 0.23, 0.14, -0.58, 0.14, 0.16, -0.11, 0.00, -0.09, -0.34, -0.07, 0.01, 1.09, -0.37, -0.10, 0.01, -0.11, 0.00, -0.09, -0.59, 0.15, 0.14, 0.14, -0.36, -0.08, 0.00, -0.11, 0.01, -0.07, -0.59, 0.15, 0.14, 0.15, 0.12, 0.10, 0.11, 0.13, 0.10, 0.13, 0.13, 0.11, 0.10, 0.13, 0.13, 0.11]}

{"formula": "C13H9N3O2S2", "method": "ωB97M-V with the def2-TZVPD basis set", "e_above_lowest_ev": 1.329, "mol_weight_g_mol": 303.4, "smiles": "O=[N+]([O-])c1ccc2sc([C@H]3CN4C=CSC4=N3)cc2c1", "total_energy_ev": -43857.477, "species": ["O", "O", "N", "S", "S", "C", "C", "C", "C", "C", "C", "C", "C", "C", "C", "C", "N", "N", "C", "C", "H", "H", "H", "H", "H", "H", "H", "H", "H"], "positions_angstrom": [[-1.735, 3.248, -4.206], [-0.283, 4.399, -3.069], [1.977, -0.645, 2.806], [-1.909, 0.162, 1.713], [3.984, -2.405, 2.928], [3.155, -4.042, 3.177], [0.320, 1.061, 1.047], [1.707, -4.054, 2.939], [-0.184, 0.157, 1.918], [-2.777, 1.198, -0.728], [-2.585, 2.090, -1.801], [-0.308, 2.257, -1.053], [-1.844, 1.107, 0.250], [-0.571, 1.635, 0.091], [-1.285, 2.619, -2.012], [2.358, -1.838, 2.701], [1.299, -2.741, 2.692], [-1.042, 3.450, -3.181], [0.504, -0.567, 3.003], [0.033, -2.048, 3.122], [3.751, -4.934, 3.472], [1.450, 1.258, 1.033], [1.012, -4.874, 2.979], [-3.741, 0.653, -0.575], [-3.481, 2.239, -2.305], [0.740, 2.550, -1.094], [0.342, -0.110, 3.966], [-0.270, -2.227, 4.182], [-0.831, -2.239, 2.456]], "lowdin_charge": [0.05, 0.09, 0.06, 1.08, 0.98, -0.33, -0.06, -0.09, -0.47, -0.07, 0.03, 0.04, -0.47, -0.28, -0.10, -0.69, -0.10, -0.34, -0.31, -0.06, 0.05, 0.15, 0.10, 0.13, 0.10, 0.14, 0.14, 0.13, 0.10]}